{
  "formula": "C2H2N2O3",
  "method": "ωB97M-V/def2-TZVPD",
  "e_tot_ha": -412.3877,
  "max_force_ev_per_a": 6.83,
  "e_lumo_ev": [-1.73, 0.10],
  "molar_mass_g_mol": 102.0,
  "charge": 0,
  "species": ["N", "O", "O", "C", "O", "H", "H", "N", "C"],
  "positions_angstrom": [[-0.261, 1.679, -0.267], [2.207, -0.916, 1.066], [-1.199, 0.746, 0.291], [0.494, -0.733, -0.472], [-1.386, -1.430, 0.892], [-0.786, 2.447, -0.572], [0.312, -0.481, -1.473], [1.477, -0.794, 0.171], [-0.856, -0.519, 0.364]],
  "nbo_charge": [-0.156, -0.271, -0.375, -0.170, -0.503, 0.307, 0.213, 0.203, 0.753]
}

=====

{
  "formula": "C18H41O2P3Re",
  "method": "ωB97M-V/def2-TZVPD",
  "e_tot_ha": -1961.5156,
  "spin_multiplicity": 4,
  "max_force_ev_per_a": 6.55,
  "e_lumo_ev": [-16.19, -16.16],
  "molar_mass_g_mol": 568.7,
  "charge": 4,
  "species": ["H", "H", "H", "H", "H", "H", "H", "H", "H", "H", "C", "C", "H", "H", "H", "C", "H", "H", "P", "C", "H", "H", "C", "H", "O", "H", "H", "H", "H", "H", "C", "H", "H", "H", "C", "H", "H", "C", "H", "C", "C", "H", "C", "H", "H", "H", "H", "C", "H", "H", "H", "Re", "C", "O", "C", "C", "C", "P", "H", "H", "P", "H", "C", "C", "H"],
  "positions_angstrom": [[3.705, 0.628, -1.694], [2.122, -2.675, -0.390], [3.670, 0.796, 0.077], [3.150, -1.984, -1.689], [-1.889, 3.929, 0.880], [2.863, 2.601, 1.267], [-1.024, -3.262, -1.383], [1.642, -2.135, 1.589], [-0.929, 2.972, 2.038], [0.166, -2.111, 2.643], [2.881, -0.076, 2.739], [-0.216, -2.831, 0.648], [0.165, -0.053, 4.117], [-0.902, -2.105, 0.226], [-2.600, -2.759, -5.293], [-1.690, -3.123, -3.419], [-2.856, 0.241, 1.490], [-1.118, -3.999, -3.679], [1.343, 0.860, 2.197], [-1.640, -2.755, -2.085], [2.739, 1.929, -0.933], [1.221, 1.320, 4.592], [-2.444, -1.239, 2.638], [2.670, 2.746, 3.021], [-2.016, -0.093, 1.895], [1.344, 3.198, -1.052], [-1.960, 2.073, -2.210], [0.507, 2.267, -2.318], [-1.801, -1.329, 3.495], [1.391, 3.325, 1.951], [0.499, 0.955, 3.844], [3.387, 0.508, 3.523], [-3.476, -1.100, 2.959], [2.589, -1.042, 3.166], [2.701, -1.795, -0.696], [0.180, -0.797, -2.719], [-0.118, 4.167, 0.984], [3.078, 0.896, -0.841], [3.515, -1.629, 0.034], [1.168, -0.329, -2.606], [-2.257, 2.242, -1.173], [1.127, 0.651, -3.093], [-3.171, -0.949, -2.470], [-0.358, 1.645, 3.784], [-2.777, 3.203, -1.080], [3.604, -0.243, 1.909], [-0.957, -3.467, 1.104], [0.378, 2.943, -1.468], [-2.395, -2.150, 2.041], [-0.121, 3.840, -1.818], [1.896, -0.950, -3.151], [-0.115, 0.092, 0.532], [2.139, 2.542, 2.084], [-1.544, -0.818, -0.701], [-2.512, -2.415, -4.270], [-0.923, 3.448, 1.066], [-3.209, -1.301, -3.794], [-0.699, 2.191, -0.214], [-2.932, 1.451, -0.869], [0.398, -3.356, -0.095], [1.645, -0.283, -0.814], [-3.891, -0.778, -4.465], [0.561, -2.049, 1.640], [-2.124, -1.510, -1.666], [-3.781, -0.167, -2.023]],
  "nbo_charge": [0.302, 0.240, 0.261, 0.305, 0.300, 0.260, 0.224, 0.250, 0.251, 0.248, -0.896, -0.755, 0.249, 0.305, 0.282, -0.142, 0.533, 0.278, 1.011, -0.227, 0.250, 0.303, -0.256, 0.299, -0.743, 0.260, 0.271, 0.253, 0.210, 0.252, -0.897, 0.303, 0.256, 0.254, -0.903, 0.248, 0.285, -0.892, 0.279, -0.920, -0.900, 0.272, -0.179, 0.263, 0.313, 0.249, 0.328, -0.919, 0.178, 0.311, 0.296, 0.663, -0.923, -0.748, 0.026, -0.942, -0.182, 1.148, 0.242, 0.271, 1.032, 0.288, -0.197, 0.470, 0.250]
}

=====

{
  "formula": "C4H14N3",
  "method": "ωB97M-V/def2-TZVPD",
  "e_tot_ha": -324.7736,
  "max_force_ev_per_a": 2.52,
  "e_lumo_ev": -4.35,
  "molar_mass_g_mol": 104.2,
  "charge": 1,
  "species": ["H", "C", "H", "H", "C", "H", "H", "C", "H", "C", "H", "N", "N", "H", "H", "H", "N", "H", "H", "H", "H"],
  "positions_angstrom": [[-0.188, -1.318, 2.090], [-1.880, -1.408, -0.215], [-2.461, -1.971, 0.483], [-1.356, 1.543, -0.507], [1.055, -0.536, 0.762], [3.110, 1.445, -0.911], [1.014, -1.091, -0.166], [-1.527, 0.810, -1.239], [-0.581, 0.403, -1.557], [1.547, 0.859, 0.332], [-2.029, 1.160, -2.115], [-0.254, -0.563, 1.454], [-2.319, -0.286, -0.693], [1.972, 1.415, 1.209], [0.737, 1.422, -0.152], [1.827, -0.974, 1.467], [2.622, 0.609, -0.688], [-3.296, -0.138, -0.733], [3.292, -0.043, -0.269], [-0.890, -1.666, -0.531], [-0.395, 0.329, 1.979]],
  "nbo_charge": [0.382, 0.162, 0.239, 0.232, -0.244, 0.373, 0.186, -0.420, 0.229, -0.234, 0.240, -0.831, -0.434, 0.191, 0.176, 0.204, -0.835, 0.422, 0.360, 0.215, 0.388]
}

=====

{
  "formula": "C31H29Br9F4O3",
  "method": "ωB97M-V/def2-TZVPD",
  "e_tot_ha": -24989.8609,
  "max_force_ev_per_a": 4.19,
  "e_lumo_ev": -0.69,
  "molar_mass_g_mol": 1244.7,
  "charge": 0,
  "species": ["C", "C", "Br", "H", "F", "Br", "H", "H", "O", "H", "Br", "H", "C", "C", "O", "C", "H", "C", "F", "C", "C", "C", "F", "C", "H", "C", "C", "Br", "H", "H", "Br", "H", "C", "C", "C", "H", "C", "H", "H", "C", "H", "H", "C", "O", "H", "C", "H", "H", "H", "C", "C", "H", "H", "C", "C", "C", "Br", "C", "C", "C", "C", "H", "C", "Br", "Br", "H", "H", "C", "H", "H", "H", "Br", "C", "H", "H", "F"],
  "positions_angstrom": [[-1.449, 0.147, -2.110], [-7.651, -3.096, -4.858], [-1.521, -8.558, 6.307], [11.021, -1.663, 1.263], [-5.729, -0.601, -6.790], [2.245, -2.117, -7.391], [7.924, -3.776, -0.641], [5.555, 9.440, 5.649], [-1.091, 1.523, -1.969], [10.094, -3.736, 0.252], [0.988, -4.038, -9.783], [-7.289, 1.902, 4.080], [0.331, -7.712, -1.900], [-6.472, 2.512, 2.240], [0.430, 2.817, -0.772], [10.007, -1.674, 0.892], [-0.871, -6.468, 7.608], [7.338, -1.748, -0.010], [3.113, 9.514, 4.990], [8.222, -2.828, -0.217], [-5.424, 3.166, 1.638], [6.140, 7.533, 4.852], [-5.540, 2.898, 5.826], [-0.517, -0.483, -1.051], [4.028, 5.409, 3.268], [3.993, 8.491, 4.688], [-4.512, 3.749, 3.821], [0.633, -6.135, 5.547], [-5.451, 3.287, 0.565], [-6.007, -3.146, -6.254], [1.943, -1.038, -10.503], [-1.639, -2.169, -0.138], [3.517, 7.433, 3.897], [-7.624, -0.370, -5.431], [-6.706, -2.531, -5.706], [-3.598, 4.290, 1.962], [-6.692, -1.161, -5.988], [6.287, -1.853, -0.240], [0.842, -8.616, -2.232], [9.249, -0.550, 0.943], [-7.265, 1.989, 1.727], [-0.492, -1.306, 0.929], [-8.629, -2.262, -4.277], [0.307, 0.571, -0.634], [6.282, 5.512, 4.070], [-4.440, 3.794, 2.422], [-1.076, -0.058, -3.113], [2.490, 7.367, 3.572], [7.172, 7.570, 5.169], [-6.482, 2.432, 3.598], [5.681, 6.399, 4.204], [-7.598, 0.687, -5.651], [-7.675, -4.153, -4.638], [-8.648, -0.922, -4.618], [7.879, -0.585, 0.554], [-5.513, 2.988, 4.427], [1.082, -7.986, 8.232], [-0.290, -7.180, 7.021], [-0.067, 1.739, -1.103], [1.151, -2.191, -9.056], [4.372, 6.342, 3.689], [-3.742, 4.176, 4.445], [9.493, -2.845, 0.364], [-0.982, -8.110, -0.455], [-0.667, -6.963, -3.475], [-2.096, -0.736, 0.582], [-9.386, -0.268, -4.178], [5.231, 8.553, 5.124], [7.216, 0.264, 0.636], [-9.441, -2.686, -3.707], [-2.526, -0.020, -2.093], [1.744, -6.504, -1.247], [-1.220, -1.198, 0.126], [0.169, -1.770, -8.837], [0.086, -1.242, -1.549], [9.765, 0.560, 1.436]],
  "lowdin_charge": [-0.068, -0.074, 0.520, 0.118, 0.041, 0.509, 0.092, 0.125, 0.046, 0.103, 0.506, 0.114, -1.496, -0.105, 0.120, -0.038, -0.029, -0.074, 0.028, -0.098, -0.093, -0.070, 0.016, -0.302, 0.102, -0.282, -0.018, 0.479, 0.099, 0.111, 0.488, 0.082, 0.001, -0.026, -0.021, 0.102, -0.282, 0.099, -0.026, -0.304, 0.109, 0.083, -0.095, 0.101, 0.097, -0.067, 0.128, 0.112, 0.104, -0.049, -0.098, 0.118, 0.101, -0.072, -0.003, -0.222, 0.502, -1.471, -0.535, -1.476, -0.071, 0.113, -0.085, 0.507, 0.491, 0.081, 0.101, -0.048, 0.107, 0.098, 0.136, 0.523, -0.019, -0.027, 0.147, 0.082]
}

=====

{
  "formula": "C18H24ClN3O2",
  "method": "ωB97M-V/def2-TZVPD",
  "e_tot_ha": -1475.2622,
  "max_force_ev_per_a": 0.87,
  "smiles": "COc1ccc(CCNC(=O)c2c(C)nn(CC(C)C)c2Cl)cc1",
  "e_lumo_ev": 0.57,
  "molar_mass_g_mol": 349.9,
  "charge": 0,
  "species": ["H", "C", "H", "H", "H", "H", "H", "N", "H", "H", "C", "C", "H", "H", "C", "H", "C", "H", "C", "C", "N", "H", "H", "H", "C", "H", "H", "N", "C", "C", "C", "O", "H", "C", "C", "H", "Cl", "H", "H", "C", "C", "C", "O", "C", "C", "H", "H", "H"],
  "positions_angstrom": [[-0.540, -1.822, -1.718], [-0.589, -4.233, -0.841], [-3.021, 2.097, -1.507], [4.407, -1.325, -1.621], [3.436, -3.901, -0.314], [-2.964, 3.502, 0.416], [4.277, -0.348, 0.718], [2.975, 1.538, -0.192], [0.345, -3.716, -0.596], [-1.356, 0.461, -1.899], [-3.416, 1.640, -0.599], [3.230, -0.640, 0.814], [2.146, 4.526, -0.439], [3.312, -3.339, 1.353], [-1.401, -1.528, -1.138], [-4.466, -0.385, 0.893], [-3.605, -0.700, 0.321], [1.497, 3.807, -1.899], [-1.869, -0.228, -1.243], [-0.511, 2.637, 0.069], [-1.490, 2.130, 0.863], [-4.504, 1.710, -0.615], [-1.312, 1.261, 1.341], [-3.445, 2.181, 1.514], [1.142, 0.736, 0.743], [3.048, -2.265, -2.242], [2.851, -0.546, -1.888], [2.450, 0.523, 0.496], [2.246, 3.683, -1.121], [2.922, -1.812, -0.133], [0.795, 1.962, 0.188], [-0.693, 3.581, -0.677], [3.245, 3.678, -1.548], [-3.150, -1.996, 0.437], [-2.041, -2.426, -0.293], [4.715, -2.903, 0.375], [0.238, -0.430, 1.616], [-3.638, -2.703, 1.090], [-0.502, -5.280, -0.556], [3.640, -3.067, 0.353], [-2.973, 0.206, -0.525], [3.330, -1.465, -1.561], [-1.672, -3.726, -0.102], [2.012, 2.415, -0.393], [-2.881, 2.431, 0.613], [-0.768, -4.164, -1.919], [1.841, -1.991, -0.107], [3.025, -0.932, 1.848]],
  "nbo_charge": [0.220, -0.251, 0.224, 0.207, 0.213, 0.228, 0.231, -0.272, 0.169, 0.218, -0.435, -0.219, 0.229, 0.209, -0.329, 0.210, -0.196, 0.246, -0.190, 0.675, -0.620, 0.215, 0.401, 0.196, 0.154, 0.208, 0.222, -0.180, -0.643, -0.207, -0.287, -0.631, 0.224, -0.279, 0.372, 0.206, 0.050, 0.223, 0.201, -0.610, -0.048, -0.616, -0.514, 0.200, -0.213, 0.177, 0.197, 0.214]
}

=====

{
  "formula": "C6H13N2O",
  "method": "ωB97M-V/def2-TZVPD",
  "e_tot_ha": -420.8203,
  "max_force_ev_per_a": 3.60,
  "smiles": "C/C=C(/C)CC(=[NH2+])NO",
  "e_lumo_ev": -3.63,
  "molar_mass_g_mol": 129.2,
  "charge": 1,
  "species": ["H", "O", "H", "H", "C", "H", "H", "N", "H", "C", "C", "H", "N", "C", "C", "H", "H", "H", "H", "H", "C", "H"],
  "positions_angstrom": [[-1.215, -0.970, 0.895], [1.401, -1.572, -1.692], [0.637, -1.826, 2.530], [0.281, 2.763, 1.251], [-0.417, -0.583, 0.179], [1.382, 1.315, 1.276], [0.044, 1.236, 2.401], [1.570, -1.820, -0.347], [2.385, -2.489, -0.121], [-1.139, 1.666, -0.682], [0.807, -1.385, 0.601], [-0.778, -0.970, -0.748], [1.257, -1.641, 1.822], [-0.526, 0.966, 0.247], [0.265, 1.606, 1.310], [-2.794, 1.646, -2.160], [2.164, -2.038, 1.981], [1.088, -0.689, -1.917], [-2.236, 0.106, -1.475], [-1.031, 2.760, -0.854], [-1.885, 1.053, -1.825], [-1.258, 0.867, -2.673]],
  "nbo_charge": [0.267, -0.496, 0.420, 0.258, -0.531, 0.208, 0.225, -0.203, 0.427, -0.130, 0.546, 0.262, -0.730, -0.040, -0.649, 0.250, 0.415, 0.506, 0.200, 0.231, -0.656, 0.220]
}